C15H31ClO4P2Pb | wB97M-V/def2-TZVPD

CARTESIAN COORDINATES (ANGSTROEM)
P 0.572 -1.816 -0.933
P 0.609 1.782 -0.183
C 0.177 -0.334 -1.900
C 1.185 0.773 -1.637
H -1.093 -0.046 -1.598
H 0.108 -0.624 -2.957
H 2.204 0.407 -1.421
H 1.251 1.437 -2.509
C -0.014 3.125 -1.342
H -0.581 3.842 -0.737
H -0.624 2.812 -2.203
H 0.878 3.631 -1.738
C 1.893 2.968 0.450
H 1.555 3.984 0.186
H 2.889 2.796 0.001
H 1.972 2.936 1.543
C -0.029 -3.060 -2.161
H -0.373 -3.971 -1.651
H 0.814 -3.319 -2.816
H -0.850 -2.678 -2.786
C 2.300 -2.248 -0.735
H 2.956 -1.368 -0.741
H 2.583 -2.882 -1.582
H 2.454 -2.815 0.186
Pb 3.201 0.134 1.369
C -1.762 1.379 -0.086
C -2.069 0.794 -1.371
C -3.498 0.242 -1.428
C -3.664 -1.047 -0.576
C -2.480 -1.890 -0.734
C -1.385 -1.909 0.108
C -1.037 -0.804 1.157
C -1.798 0.540 1.165
C 2.579 -1.608 2.590
H -2.072 2.428 0.088
H -1.973 1.530 -2.176
H -3.736 0.004 -2.476
H -4.217 1.025 -1.110
H -3.856 -0.820 0.480
H -4.527 -1.603 -0.960
H -2.515 -2.612 -1.543
H -1.045 -2.902 0.467
H 0.049 -0.579 1.153
H -1.183 -1.250 2.163
H -2.821 0.365 1.526
H -1.312 1.122 1.970
H 3.542 -2.036 2.947
H 2.085 -2.395 2.017
H 1.947 -1.312 3.446
O 1.926 2.982 4.191
Cl 2.121 1.595 3.864
O 3.533 1.402 3.329
O 1.909 0.694 4.967
O 1.221 1.201 2.727

Computed properties:
HOMO level (spin up / spin down) = -6.1 / -6.2 eV
energy relative to the best compared isomer or geometry (same formula, charge and spin) = 162.73 kcal/mol